1.
This record from OMol25 describes a molecular structure, C43H39N6O5P2STl. The level of theory is the ωB97M-V functional and the def2-TZVPD basis.

The geometry in XYZ format:
```
97
Properties=species:S:1:pos:R:3:lowdin_charge:R:1
Tl 1.0048 -1.3845 1.3411 0.66
C -0.1323 -2.7462 -1.7899 -0.30
P 1.2703 -1.5578 -1.8307 1.01
C 2.5161 -2.5190 -2.7716 -0.34
C 2.5160 -2.6277 -4.1621 -0.09
C 3.4675 -3.4035 -4.8092 -0.11
C 4.4298 -4.0826 -4.0726 -0.11
C 4.4403 -3.9745 -2.6895 -0.09
C 3.4943 -3.1918 -2.0405 -0.09
C 0.7832 -0.2920 -3.0603 -0.39
C -0.3426 -0.3980 -3.8739 -0.10
C -0.6903 0.6326 -4.7387 -0.09
C 0.0819 1.7836 -4.8030 -0.10
C 1.2098 1.8990 -3.9998 -0.09
C 1.5500 0.8706 -3.1350 -0.11
C -1.3397 -2.2245 -1.0721 -0.44
C -2.5960 -1.9662 -1.6039 -0.11
C -3.4111 -1.5780 -0.5160 -0.11
C -2.5968 -1.6266 0.6098 -0.43
C -3.0888 -1.5026 2.0249 -0.31
P -1.8197 -1.0299 3.2722 0.99
C -1.5565 0.7553 2.9696 -0.43
C -0.5072 1.3729 3.6488 -0.13
C -0.2608 2.7294 3.4986 -0.09
C -1.0516 3.4885 2.6464 -0.09
C -2.0850 2.8803 1.9488 -0.09
C -2.3353 1.5239 2.1078 -0.10
C -2.9336 -0.9448 4.7392 -0.37
C -3.5892 0.2124 5.1610 -0.08
C -4.4416 0.1859 6.2573 -0.10
C -4.6608 -0.9991 6.9456 -0.12
C -4.0144 -2.1570 6.5370 -0.11
C -3.1523 -2.1254 5.4499 -0.12
N -1.3285 -2.0043 0.2775 -0.01
H 0.2824 -3.5998 -1.2357 0.06
H -0.3936 -3.0922 -2.7939 0.08
H 1.7705 -2.0951 -4.7411 0.10
H 3.4574 -3.4774 -5.8906 0.09
H 5.1727 -4.6895 -4.5771 0.09
H 5.1911 -4.4956 -2.1070 0.10
H 3.5149 -3.0950 -0.9616 0.06
H -0.9697 -1.2787 -3.8155 0.08
H -1.5788 0.5379 -5.3524 0.10
H -0.2005 2.5986 -5.4586 0.10
H 1.8038 2.8048 -4.0241 0.11
H 2.4118 0.9794 -2.4850 0.11
H -2.8899 -2.0732 -2.6400 0.08
H -4.4664 -1.3394 -0.5279 0.08
H -3.4645 -2.4667 2.3901 0.08
H -3.9409 -0.8177 2.0740 0.08
H 0.1297 0.7771 4.2947 0.10
H 0.5634 3.1911 4.0290 0.10
H -0.8463 4.5419 2.5017 0.11
H -2.6824 3.4593 1.2547 0.11
H -3.1228 1.0600 1.5267 0.10
H -3.4264 1.1416 4.6301 0.10
H -4.9391 1.0960 6.5710 0.10
H -5.3280 -1.0192 7.7992 0.09
H -4.1734 -3.0868 7.0706 0.09
H -2.6347 -3.0292 5.1462 0.10
C 4.7376 -3.5833 3.2606 -0.03
C 3.9755 -3.3274 1.9892 -0.36
N 4.1157 -2.2385 1.3271 -0.01
O 4.9743 -1.3385 2.0073 -0.10
C 3.0322 -4.3266 1.4920 -0.36
C 3.3047 -5.7926 1.6478 -0.07
N 1.9651 -3.8906 0.8611 -0.21
O 1.1574 -4.7560 0.3673 -0.22
H 4.5150 -2.7968 3.9835 0.08
H 5.8148 -3.5549 3.0841 0.08
H 4.4655 -4.5481 3.6832 0.07
H 4.9324 -0.5667 1.4370 0.08
H 4.3762 -6.0107 1.6270 0.07
H 2.8088 -6.3072 0.8246 0.06
H 2.8954 -6.2053 2.5774 0.07
O 0.7269 8.8560 -3.6192 -0.38
S 0.3130 8.4212 -2.2949 0.39
O 1.3957 7.9852 -1.4339 -0.38
O -0.6685 9.2803 -1.6488 -0.38
C -0.6596 6.9113 -2.6276 -0.35
N -1.6463 7.0307 -3.5194 0.11
C -2.3575 5.9388 -3.7453 -0.13
C -2.1202 4.7305 -3.1083 -0.01
C -1.0773 4.7093 -2.1911 -0.21
N -0.3533 5.8079 -1.9620 0.16
C -0.6930 3.4862 -1.4364 -0.16
C -1.4039 2.2950 -1.5301 -0.01
C -0.9650 1.1799 -0.8346 -0.14
N 0.1292 1.1870 -0.0727 0.04
C 0.7942 2.3336 0.0324 -0.15
C 0.4300 3.5030 -0.6163 -0.01
H -3.1580 6.0264 -4.4754 0.10
H -2.7202 3.8601 -3.3305 0.09
H -2.2875 2.2009 -2.1472 0.11
H -1.5048 0.2407 -0.9024 0.08
H 1.6803 2.3156 0.6620 0.11
H 1.0054 4.4129 -0.5117 0.11
```

## Properties
orbital gap	6.346	eV
electronic energy	-98508.864	eV
charge	-2
lowest unoccupied orbital energy	3.68	eV
multiplicity	1

2.
This record from OMol25 describes a molecular structure, C27H27BrIMgN5O2. The level of theory is the ωB97M-V functional and the def2-TZVPD basis.

The geometry in XYZ format:
```
64
Properties=species:S:1:pos:R:3:nbo_charge:R:1
Mg -0.1373 0.7135 -0.3002 1.72
C -1.3612 2.1738 -2.8643 -0.23
C 0.1547 2.2236 -2.9846 -0.23
N 0.7510 1.0415 -2.3728 -0.72
C 0.7051 -0.1874 -3.1545 -0.27
C -0.4935 -1.0493 -2.8194 0.24
C -0.9846 -2.0095 -3.6917 -0.26
C -2.0672 -2.7749 -3.2883 -0.14
C -2.6368 -2.5512 -2.0448 -0.26
C -2.0895 -1.5683 -1.2335 0.25
C -2.6283 -1.2547 0.1440 -0.27
N -2.3332 0.1163 0.5435 -0.68
C -3.3491 1.0895 0.1547 -0.23
C -3.1221 1.5768 -1.2731 -0.23
N -1.7467 2.0377 -1.4597 -0.70
N -1.0375 -0.8527 -1.6217 -0.56
H -1.8061 3.0533 -3.3446 0.19
H -1.7403 1.2973 -3.3973 0.19
H 0.4356 2.3356 -4.0396 0.18
H 0.5363 3.0926 -2.4427 0.22
H 1.7019 1.2305 -2.0786 0.42
H 0.7195 0.0125 -4.2331 0.19
H 1.5972 -0.7694 -2.9148 0.25
H -0.5302 -2.1485 -4.6638 0.22
H -2.4743 -3.5327 -3.9453 0.22
H -3.4946 -3.1197 -1.7105 0.22
H -3.7051 -1.4638 0.1670 0.18
H -2.1354 -1.9257 0.8474 0.26
H -2.1281 0.1576 1.5332 0.41
H -4.3631 0.6745 0.2250 0.18
H -3.2997 1.9296 0.8453 0.21
H -3.2827 0.7485 -1.9679 0.19
H -3.8652 2.3451 -1.5203 0.19
H -1.6043 2.9255 -0.9858 0.39
I 3.4049 2.4647 -0.3832 0.11
C 2.8361 1.9884 1.5865 -0.12
C 3.8791 1.7220 2.4284 -0.27
C 3.6603 1.6625 3.8188 -0.20
C 2.4316 1.9790 4.3149 -0.19
C 1.3526 2.2782 3.4488 -0.09
C 0.1172 2.7213 3.9886 -0.21
C -0.9069 3.0391 3.1534 -0.22
C -0.7750 2.7832 1.7657 -0.29
C 0.3600 2.2912 1.1537 -0.56
C 1.4958 2.1789 2.0347 -0.02
H 4.8793 1.5998 2.0365 0.22
H 4.4849 1.4306 4.4803 0.21
H 2.2628 2.0231 5.3847 0.21
H 0.0243 2.8312 5.0627 0.21
H -1.8376 3.4308 3.5493 0.20
H -1.6720 2.9514 1.1738 0.16
Br 1.4323 -6.1532 3.0989 0.06
C 1.9812 -4.8546 1.8357 -0.14
C 3.0613 -5.1205 1.0068 0.01
N 3.4980 -4.2505 0.1023 -0.41
C 2.8593 -3.0867 0.0031 0.07
C 1.7647 -2.7422 0.7857 -0.19
C 1.3153 -3.6502 1.7323 -0.16
C 1.0631 -1.4245 0.6021 0.77
O 1.5136 -0.6230 -0.2607 -0.84
O 0.0402 -1.1921 1.2813 -0.77
H 3.5891 -6.0640 1.0801 0.20
H 3.2297 -2.3812 -0.7304 0.21
H 0.4696 -3.4002 2.3578 0.25
```

## Properties
orbital gap	7.536	eV
electronic energy	-123574.673	eV
energy above the lowest of the compared OMol25 structures with the same formula, charge and spin	3.5	kcal per mole
lowest unoccupied orbital energy	0.27	eV
multiplicity	1

3.
This record from OMol25 describes a molecular structure, C37H36CaClFN9O6S2. The level of theory is the ωB97M-V functional and the def2-TZVPD basis.

The geometry in XYZ format:
```
93
Properties=species:S:1:pos:R:3:lowdin_charge:R:1
Ca 2.7030 -0.3206 -0.0740 1.42
C 6.9720 -0.9593 3.7757 -0.11
O 5.9043 -1.2275 2.9062 -0.08
C 4.7185 -1.5974 3.4784 -0.21
C 4.5246 -1.7748 4.8268 -0.05
C 3.2606 -2.1302 5.3367 -0.13
C 2.2103 -2.2767 4.4664 -0.10
C 2.3733 -2.0881 3.0821 -0.15
C 1.1818 -2.2149 2.2496 -0.10
N 1.1262 -1.9300 1.0044 -0.07
N -0.1406 -2.0585 0.4283 0.05
C -0.0925 -1.6979 -0.8305 -0.52
O 0.8960 -1.3242 -1.5355 -0.13
C -1.4612 -1.6830 -1.4774 -0.12
C -1.6352 -0.9673 -2.6597 -0.01
C -2.8640 -0.9497 -3.3070 -0.10
C -3.9364 -1.6694 -2.7928 -0.14
C -3.7633 -2.3919 -1.6119 -0.14
C -2.5449 -2.3815 -0.9475 -0.04
C 3.6479 -1.7633 2.5332 -0.32
O 3.8535 -1.6274 1.2829 -0.20
H 7.8119 -0.6749 3.1450 0.08
H 7.2396 -1.8400 4.3717 0.09
H 6.7357 -0.1320 4.4550 0.09
H 5.3451 -1.6281 5.5178 0.09
H 3.1242 -2.2603 6.4024 0.08
H 1.2212 -2.5262 4.8384 0.09
H 0.2660 -2.5492 2.7501 0.11
H -0.7758 -0.4409 -3.0587 0.12
H -2.9732 -0.4035 -4.2360 0.09
H -4.8708 -1.7211 -3.3454 0.08
H -4.5603 -3.0322 -1.2421 0.09
H -2.3856 -2.9428 -0.0355 0.10
C -3.1584 2.7434 -3.7448 -0.08
C -2.6132 3.5552 -2.5806 -0.20
N -1.6712 2.8215 -1.7492 -0.03
C -0.3471 2.8255 -2.0805 0.02
C 0.6481 2.1927 -1.4205 -0.02
C 2.0143 2.1575 -2.1257 -0.63
O 2.1591 2.9530 -3.0611 -0.01
O 2.8100 1.2834 -1.7032 -0.14
C 0.3098 1.5782 -0.1550 -0.34
O 1.0740 1.0125 0.6273 -0.14
C -1.1262 1.5466 0.1833 -0.04
C -1.4944 0.8440 1.3302 0.11
C -2.8166 0.5971 1.5590 -0.19
F -3.2060 -0.0647 2.6805 0.05
C -3.7869 0.9576 0.6250 -0.16
C -3.4369 1.7308 -0.4639 0.05
C -2.0941 2.0756 -0.6702 -0.13
N -5.1070 0.4398 0.6954 -0.12
C -6.2655 1.2830 0.5777 -0.12
C -7.2022 0.6347 -0.4781 -0.08
N -6.7021 -0.7659 -0.6778 0.04
C -6.5912 -1.4541 0.6516 -0.07
C -5.3884 -0.8015 1.3795 -0.13
H -3.8692 3.3362 -4.3247 0.07
H -3.6579 1.8383 -3.3972 0.04
H -2.3501 2.4348 -4.4093 0.08
H -3.4202 3.9132 -1.9384 0.11
H -2.0931 4.4411 -2.9448 0.12
H -0.0788 3.3700 -2.9795 0.14
H -0.7158 0.4964 1.9962 0.15
H -4.1896 1.9620 -1.2072 0.10
H -5.9733 2.2767 0.2497 0.13
H -6.7940 1.3819 1.5351 0.13
H -7.1629 1.1288 -1.4474 0.13
H -8.2348 0.5683 -0.1411 0.12
H -5.7235 -0.6761 -1.0104 0.14
H -7.2378 -1.2878 -1.3652 0.18
H -6.4529 -2.5170 0.4755 0.12
H -7.5343 -1.2932 1.1711 0.13
H -4.5166 -1.4482 1.3156 0.13
H -5.6440 -0.6594 2.4345 0.13
N 4.4448 2.5473 2.0667 0.10
C 5.2805 1.8697 1.2528 -0.68
N 4.8919 0.9694 0.3957 0.04
C 5.9541 0.4717 -0.3276 -0.33
C 7.1752 0.9407 0.0244 -0.37
S 7.0016 2.1123 1.2867 1.00
C 5.7182 -0.4762 -1.4444 -0.30
C 6.6062 -0.7431 -2.4314 -0.36
S 5.9102 -1.8353 -3.5757 1.02
C 4.4548 -1.8374 -2.6488 -0.69
N 4.4992 -1.1225 -1.5740 0.02
N 3.3403 -2.5612 -3.0059 0.10
H 3.4530 2.7036 1.8402 -0.04
H 4.8259 3.3211 2.5833 0.08
H 8.1357 0.6697 -0.3781 0.06
H 7.5884 -0.3268 -2.5716 0.06
H 3.2431 -2.7113 -3.9970 0.08
H 2.4779 -2.2321 -2.5697 0.07
Cl 1.5279 4.0133 1.9656 -0.55
```

## Properties
orbital gap	3.789	eV
electronic energy	-120004.078	eV
charge	-1
energy above the lowest of the compared OMol25 structures with the same formula, charge and spin	20.1	kcal per mole
lowest unoccupied orbital energy	0.26	eV
multiplicity	1